# C71H70AsBBiBrF3N12OS2Sb

C71H70AsBBiBrF3N12OS2Sb as an isolated structure (ωB97M-V/def2-TZVPD, the Open Molecules 2025 dataset).

```
! RIJCOSX wB97M-V def2-TZVPD def2/J DEFGRID3
* xyz 3 2
Bi -0.28829 0.50747 0.84509
C 2.83955 2.37795 0.00680
C 2.60485 2.04057 1.42788
C 3.51201 2.17991 2.47281
C 2.81997 1.80571 3.60755
N 1.57715 1.46241 3.25564
N 1.43355 1.60166 1.92503
B 0.48916 1.07831 4.29158
N 0.48468 -0.40407 4.55285
C 1.48400 -1.16750 5.06240
C 1.01550 -2.44729 5.18596
C -0.31667 -2.38782 4.72385
C -1.29820 -3.50418 4.70114
N -0.61355 -1.15682 4.34120
N -0.90840 1.52130 3.80168
C -1.85296 2.00007 4.60850
C -2.97617 2.29978 3.85604
C -2.64700 1.95203 2.55294
C -3.50453 2.05241 1.34977
N -1.38324 1.47642 2.54640
N 0.80982 1.92083 5.50408
C 0.96125 1.62814 6.81582
C 1.37925 2.76927 7.45236
C 1.44567 3.75784 6.43903
C 1.86642 5.17012 6.57227
N 1.08069 3.22683 5.28926
H 2.57595 3.42029 -0.16221
H 3.89761 2.26336 -0.23326
H 2.23189 1.75108 -0.64676
H 4.53275 2.49488 2.40582
H 3.15647 1.79291 4.62488
H 2.43853 -0.74878 5.31202
H 1.52505 -3.30155 5.58024
H -1.53286 -3.80582 5.72222
H -2.22267 -3.19967 4.21534
H -0.88360 -4.37659 4.19491
H -1.69865 2.11509 5.66233
H -3.90737 2.69489 4.20340
H -4.21907 2.86397 1.47176
H -2.91759 2.22120 0.44904
H -4.07862 1.13320 1.22399
H 0.77351 0.64275 7.18859
H 1.57469 2.90471 8.49367
H 1.70641 5.52350 7.58611
H 2.93081 5.26315 6.35588
H 1.32457 5.80059 5.87343
Br -7.42176 -2.92694 3.25244
C -5.64255 -2.49608 2.75971
C -4.99448 -1.41145 3.34660
C -3.71108 -1.07831 2.96546
C -3.03984 -1.82583 1.99445
C -3.70023 -2.92178 1.41907
C -4.98327 -3.25621 1.79670
N -1.69745 -1.55222 1.72053
C -0.91363 -2.56189 1.65229
C 0.52243 -2.51570 1.57089
C 1.22178 -3.72675 1.54256
C 2.59980 -3.71590 1.64077
C 3.24704 -2.49442 1.76804
C 2.48617 -1.33421 1.72139
N 1.16708 -1.34543 1.62380
H -5.49483 -0.85402 4.12304
H -3.18022 -0.30057 3.48306
H -3.21708 -3.49808 0.64446
H -5.47757 -4.10577 1.35348
H -1.31112 -3.56846 1.78208
H 0.67879 -4.65662 1.46343
H 3.15658 -4.64076 1.62920
H 4.31553 -2.44867 1.91321
H 2.95398 -0.36248 1.78279
C 7.89625 0.43933 -0.76191
C 7.09110 -0.00761 0.27268
C 5.73746 -0.19734 0.05156
C 5.19543 0.02828 -1.20365
C 5.99294 0.50713 -2.23001
C 7.34657 0.70761 -2.00326
As 3.33463 -0.59304 -1.53062
C 2.94194 0.15042 -3.27963
C 2.34190 1.36025 -3.58025
C 2.13834 1.72507 -4.90479
C 2.52325 0.87277 -5.92761
C 3.10044 -0.35434 -5.63731
C 3.30860 -0.72713 -4.31587
C 3.88071 -1.99822 -3.87438
C 4.39445 -2.99556 -4.69516
C 4.89050 -4.16150 -4.13459
C 4.89096 -4.34426 -2.75794
C 4.38945 -3.35204 -1.92842
C 3.89893 -2.18155 -2.48085
H 8.95308 0.57836 -0.59358
H 7.51421 -0.22347 1.24291
H 5.09670 -0.53903 0.85648
H 5.58029 0.70077 -3.21047
H 7.97407 1.05652 -2.80991
H 2.02749 2.02817 -2.78814
H 1.68006 2.67416 -5.13849
H 2.37687 1.16198 -6.95644
H 3.39508 -1.01719 -6.43691
H 4.42112 -2.85954 -5.76575
H 5.27652 -4.93690 -4.77731
H 5.29070 -5.25406 -2.33868
H 4.38561 -3.48327 -0.85183
F -8.86107 0.35108 -1.01239
C -7.53190 0.33768 -1.08337
C -6.88117 1.27967 -1.86561
C -5.49996 1.25205 -1.95541
C -4.78032 0.29262 -1.26260
C -5.45096 -0.63114 -0.47404
C -6.82748 -0.62448 -0.37662
Sb -2.65834 -0.11861 -1.50544
C -2.28439 1.42939 -2.98190
C -2.61796 2.74392 -2.67242
C -2.32481 3.77201 -3.54791
C -1.68638 3.47310 -4.73980
F -1.35603 4.46935 -5.56639
C -1.35210 2.17278 -5.07450
C -1.64868 1.15746 -4.18330
C -3.28445 -1.77949 -2.78271
C -3.17088 -3.09109 -2.34490
C -3.74225 -4.13063 -3.05776
C -4.44798 -3.83556 -4.21352
F -5.00781 -4.83099 -4.89864
C -4.57767 -2.53268 -4.66678
C -3.99409 -1.50838 -3.94216
H -7.46170 2.00820 -2.40805
H -5.00379 1.97092 -2.58971
H -4.88666 -1.38577 0.05077
H -7.35812 -1.35235 0.21599
H -3.11471 2.97658 -1.73877
H -2.58121 4.79444 -3.31977
H -0.87090 1.97404 -6.01689
H -1.39056 0.14389 -4.44569
H -2.62677 -3.31402 -1.43671
H -3.66747 -5.15622 -2.72995
H -5.14230 -2.34072 -5.56526
H -4.10008 -0.48933 -4.28420
C 1.07301 5.49441 -1.38760
N 0.31926 5.41803 -0.15899
C -0.36772 4.39044 0.30747
S -0.35479 2.87638 -0.52802
N -1.12004 4.53257 1.39259
C -1.29287 5.75322 2.15392
H 2.03465 5.96832 -1.19469
H 1.21748 4.50163 -1.80350
H 0.53546 6.09481 -2.12155
H 0.22832 6.29624 0.33785
H -1.64304 3.72801 1.69551
H -0.38474 5.99653 2.70602
H -2.10163 5.59969 2.86130
H -1.57141 6.59049 1.51033
O 0.66328 -1.25593 -1.39462
S -0.17370 -2.33276 -2.03831
C 0.08809 -2.24797 -3.85010
C 0.19265 -3.68728 -4.30546
C 1.14262 -4.37141 -3.32989
C 0.74363 -3.93616 -1.92501
H 1.00413 -1.68198 -4.00699
H -0.75876 -1.73316 -4.29629
H 0.56697 -3.76372 -5.32596
H -0.79578 -4.14773 -4.27157
H 2.16640 -4.06081 -3.53789
H 1.08946 -5.45394 -3.43940
H 1.59589 -3.79017 -1.26559
H 0.04214 -4.63627 -1.47574
*
```

Results
E_HOMO (spin up / spin down)   -14.2849 / -14.2839 eV
Expectation value of S²   0.755
DFT total energy   -268428.9624 eV
E_LUMO (spin up / spin down)   -7.7 / -10.5 eV
Energy relative to the best compared isomer or geometry (same formula, charge and spin)   60.4 kJ/mol